*A*
Entry from the Open Molecules 2025 dataset: C5H8N4O in the gas phase (ωB97M-V/def2-TZVPD).

ORCA input file:
```
! RIJCOSX wB97M-V def2-TZVPD def2/J DEFGRID3
* xyz 0 1
H -2.17079 -0.94072 -1.40416
C 0.89418 2.09198 -0.21114
H 1.17113 2.31746 0.82474
H 2.81897 2.62420 -1.00176
N -1.17994 -3.12279 0.91099
C -1.48401 -0.41826 -0.74362
N -0.85899 0.68548 -1.13938
H 1.83921 1.62951 -2.10867
H -1.80573 -3.39227 0.16320
H 2.62709 0.88033 -0.69009
H 0.33327 2.94342 -0.61373
C -1.01311 -0.74355 0.54264
N -0.05577 0.13485 0.85161
N -0.03209 0.96948 -0.15193
C 2.11760 1.78134 -1.05731
C -1.34258 -1.89217 1.42760
H -0.74399 -3.69408 1.74810
O -1.11445 -1.85421 2.65290
*
```

HOMO level = -0.3528 Ha
SMILES string = CCn1ncc(C(N)=O)n1
LUMO level = 0.688 eV

Formally, the Löwdin partial charges of the atoms, in units of the elementary charge, are as follows: 0.107 -0.183 0.120 0.075 0.124 -0.084 0.102 0.074 0.099 0.079 0.120 -0.210 0.177 -0.228 -0.086 -0.487 0.180 0.021

*B*
Entry from the Open Molecules 2025 dataset: C5H8N4O in the gas phase (ωB97M-V/def2-TZVPD).

ORCA input file:
```
! RIJCOSX wB97M-V def2-TZVPD def2/J DEFGRID3
* xyz 0 1
H -3.22369 0.18432 1.05893
H 2.33186 -2.57179 0.58193
C 2.58706 -1.65584 0.02193
H 3.39975 -1.13930 0.54730
C -3.16754 -0.23954 0.05656
C -0.85249 -0.49975 -0.00272
H 2.90470 -1.91271 -1.01457
H 1.60682 3.01875 -0.18138
C 1.40464 -0.76772 -0.00855
H -4.02371 -0.89235 -0.04115
N 1.64268 0.54191 -0.09181
N -0.74801 0.83393 -0.04002
O -2.02418 -1.08887 -0.16109
N 0.70390 2.56685 0.04578
H -0.07316 3.20085 -0.06000
N 0.18300 -1.33456 0.00864
H -3.18564 0.49525 -0.68590
C 0.53402 1.26055 -0.03387
*
```

HOMO level = -0.3446 Ha
SMILES string = COc1nc(C)nc(N)n1
LUMO level = 0.891 eV

Formally, the Löwdin partial charges of the atoms, in units of the elementary charge, are as follows: 0.095 0.083 -0.034 0.078 -0.051 -0.439 0.096 0.127 -0.388 0.088 0.161 0.191 -0.020 0.145 0.104 0.181 0.063 -0.480

*C*
Entry from the Open Molecules 2025 dataset: C5H8N4O in the gas phase (ωB97M-V/def2-TZVPD).

ORCA input file:
```
! RIJCOSX wB97M-V def2-TZVPD def2/J DEFGRID3
* xyz 0 1
H -3.75250 1.11139 0.24862
C 2.07433 0.80248 0.32631
C -0.18835 0.05332 -0.41804
H 0.50804 -2.24169 0.29930
O -1.21839 -2.07404 -0.90963
H 2.29349 0.55039 1.32807
H 1.68113 -1.73327 1.29602
C -2.66193 0.83035 0.09006
N -2.43557 -0.43900 0.00329
C -1.75636 1.70966 -0.37291
H 2.24296 -2.01419 -0.41931
H 1.44088 1.63580 0.17327
N 1.12537 -0.28300 -0.14434
N -1.30557 -0.96509 -0.38607
C 1.45864 -1.62026 0.22953
H -2.00829 2.78092 -0.54101
N -0.50106 1.27288 -0.63459
H 3.00319 0.62336 -0.16858
*
```

HOMO level (alpha / beta) = -0.2966 / -0.2967 Ha
LUMO level (alpha / beta) = 0.166 / 0.166 eV

Formally, the Löwdin partial charges of the atoms, in units of the elementary charge, are as follows: 0.131 0.017 -0.219 0.095 -0.021 0.067 0.086 -0.186 0.118 -0.125 0.095 0.060 -0.139 -0.218 -0.081 0.117 0.120 0.083

Q: Which of them is the least stable? A: *C*.

*A*
Entry from the Open Molecules 2025 dataset: C18H25N3O5S in the gas phase (ωB97M-V/def2-TZVPD).

ORCA input file:
```
! RIJCOSX wB97M-V def2-TZVPD def2/J DEFGRID3
* xyz 0 1
C 2.79186 1.94005 1.49875
O 0.95310 2.70449 -1.45760
C -0.11855 -1.30242 0.45698
O 4.89092 -1.76203 0.54495
C 0.82903 4.44352 1.69381
H -5.03372 -0.77560 1.13915
N -1.38074 -1.29179 -0.01545
H -3.03277 -0.61222 -2.15609
C 0.47370 3.68437 -0.64048
H 1.73458 4.97072 1.99844
H 2.01044 -2.03991 -1.15563
H 2.87779 2.35274 2.49053
C -1.98845 -0.00488 -0.34763
C 0.52607 -2.65984 0.74150
H -1.74741 -3.34365 0.16725
C -3.22730 0.22593 0.52497
H -0.28536 0.69322 -2.42822
C 1.85366 1.96912 -0.74356
H -3.71437 1.15050 0.21385
H -3.13405 -2.18233 1.84713
H -4.61977 -1.02412 -0.55515
C -3.47736 -2.23452 0.81160
H 4.11934 0.27558 1.82456
C 2.53992 0.83907 -1.11716
N 2.65587 -2.33628 -0.44008
C -1.02195 -0.06156 -2.68974
C -4.20417 -0.94383 0.45045
H 0.44556 3.86563 2.53628
H 0.07815 5.16340 1.37077
C -2.26906 -2.42954 -0.10737
O 0.50743 -0.26918 0.64312
C -2.28044 0.11536 -1.84847
C 3.47459 0.79038 1.12988
S 4.00635 -1.35585 -0.50371
H 0.31011 -3.37021 -0.05708
C 2.04034 -2.50972 0.86450
N 1.10376 3.57945 0.58006
H -2.61312 -2.53117 -1.14223
O -0.35893 4.48815 -0.95113
H -1.23642 0.75000 -0.09518
H -4.14445 -3.09225 0.71562
H 2.46674 0.40114 -2.09826
H 2.47972 -3.40387 1.31472
C 3.33771 0.26392 -0.14066
H -1.25768 0.04050 -3.74625
O 4.46081 -1.39279 -1.86083
C 1.96332 2.50620 0.54849
H 0.12431 -3.04844 1.67985
H -2.69112 1.11062 -2.02501
H 2.26652 -1.64978 1.50483
H -2.90208 0.34848 1.56086
H -0.58243 -1.04478 -2.52991
*
```

HOMO level = -0.3174 Ha
SMILES string = CC[C@H]1CCCCN1C(=O)CCNS(=O)(=O)c1ccc2c(c1)oc(=O)n2C
LUMO level = 0.501 eV

Formally, the Löwdin partial charges of the atoms, in units of the elementary charge, are as follows: 0.020 0.153 -0.419 -0.280 0.004 0.111 -0.016 0.099 -0.480 0.100 0.098 0.116 -0.284 -0.075 0.110 -0.136 0.058 -0.182 0.118 0.118 0.109 -0.165 0.115 0.019 -0.117 -0.073 -0.195 0.100 0.097 -0.142 0.060 -0.188 -0.060 0.641 0.118 -0.233 0.004 0.128 0.128 0.139 0.113 0.131 0.123 -0.283 0.077 -0.286 -0.146 0.132 0.121 0.109 0.121 0.071

*B*
Entry from the Open Molecules 2025 dataset: C18H25N3O5S in the gas phase (ωB97M-V/def2-TZVPD).

ORCA input file:
```
! RIJCOSX wB97M-V def2-TZVPD def2/J DEFGRID3
* xyz 0 1
H 5.03722 0.00637 2.43281
H 4.35947 0.82114 3.85027
H -1.49173 -2.34638 1.33165
H -3.76961 0.50412 0.35745
O -1.34110 -3.55940 -2.64422
C 1.58742 -1.13396 -0.61127
C -0.53028 -2.19120 -0.55581
H 4.38418 1.64302 2.28312
N -3.00543 -1.90261 -1.84382
H 4.43783 0.18039 0.22997
C 0.38282 -1.31417 1.48683
H -0.47200 3.58424 0.76923
H -2.20297 1.10073 -3.08616
H 0.31951 -1.14458 2.54824
H -0.18257 3.75693 2.50627
C 3.36706 0.28885 0.04029
N 2.60087 -0.17602 1.20288
H -2.09862 -1.58429 -3.63907
H -1.20413 1.51588 2.90842
C -2.69651 -1.01329 -2.92927
C -1.32023 1.02839 -0.25458
H 2.79235 -0.05276 -2.04154
N -2.26935 0.52335 -1.07263
H 3.22274 2.39001 0.59466
H -1.84006 3.72050 1.88477
O -1.75683 1.18314 1.00948
C 2.89405 0.08664 2.51037
H -4.30988 0.70654 -1.32381
H -4.88137 -1.54818 -1.01504
C -0.84713 1.80582 1.91895
H -0.85593 0.10191 -2.50675
C 3.01524 1.74695 -0.25679
S -1.85413 -3.03478 -1.41207
O -0.20674 1.32229 -0.63318
C 0.58373 -1.79268 -1.28010
C 1.47868 -0.87496 0.76035
H 3.58867 -1.44222 -1.29066
O 2.12576 -0.17566 3.41288
H 0.15505 1.40099 1.75864
C -3.82627 -1.34374 -0.79481
O -2.50097 -3.91794 -0.48778
H -3.63724 -0.72976 -3.41260
H 3.59360 2.10232 -1.10573
H -3.56676 -1.86768 0.12441
C 2.89813 -0.61341 -1.11473
C -0.83730 3.31901 1.75844
C 4.25850 0.68414 2.77698
C -3.60991 0.17589 -0.66753
C -1.93736 0.24161 -2.45628
H 0.64075 -2.02134 -2.33256
C -0.62719 -1.97647 0.80437
H 1.95597 1.81633 -0.49295
*
```

HOMO level = -0.3075 Ha
SMILES string = CCOC(=O)N1CCN(S(=O)(=O)c2ccc3c(c2)C[C@@H](C)N3C(C)=O)CC1
LUMO level = 0.652 eV

Formally, the Löwdin partial charges of the atoms, in units of the elementary charge, are as follows: 0.088 0.088 0.117 0.127 -0.284 -0.143 -0.261 0.072 -0.234 0.138 0.018 0.074 0.131 0.109 0.079 -0.288 0.053 0.116 0.130 -0.160 -0.538 0.126 -0.028 0.070 0.078 -0.005 -0.467 0.129 0.128 -0.206 0.111 -0.024 0.680 0.082 -0.007 -0.142 0.128 0.066 0.101 -0.153 -0.277 0.128 0.085 0.106 -0.052 -0.053 0.013 -0.099 -0.101 0.126 -0.041 0.065

Q: Which of them is the least stable? A: *B*.

*A*
Entry from the Open Molecules 2025 dataset: C4H4O2 in the gas phase (ωB97M-V/def2-TZVPD).

ORCA input file:
```
! RIJCOSX wB97M-V def2-TZVPD def2/J DEFGRID3
* xyz 0 1
O -2.65896 0.57801 0.06928
C 0.10610 0.56315 0.12166
H 0.08249 1.61508 0.40970
C -1.97122 -0.34356 0.40490
C 1.45781 0.01309 0.11727
H -2.19830 -1.40133 0.22439
H -0.30417 0.48571 -0.88799
H 3.55451 -0.81948 -0.11817
O -0.74100 -0.23415 0.95745
C 2.56907 -0.42507 -0.00750
*
```

HOMO level = -0.3871 Ha
SMILES string = C#CCOC=O
LUMO level = 0.874 eV

Formally, the Löwdin partial charges of the atoms, in units of the elementary charge, are as follows: 0.104 -0.198 0.134 -0.343 -0.091 0.149 0.128 0.031 -0.039 0.126

*B*
Entry from the Open Molecules 2025 dataset: 2 unconnected molecules or ions with the total composition C4H4O2 (ωB97M-V/def2-TZVPD).

ORCA input file:
```
! RIJCOSX wB97M-V def2-TZVPD def2/J DEFGRID3
* xyz 0 1
O -2.38543 0.02891 0.20384
H -0.64435 2.00682 -0.79937
H 2.78979 -1.97494 0.06643
H -1.23759 -1.66976 0.04318
C 1.90537 -1.38892 0.17496
H -0.14742 2.37236 0.81037
C -1.37686 -0.59005 0.19608
C 0.93675 -0.69137 0.27970
C 0.26504 2.01651 -0.15830
O -0.15208 0.05305 0.39860
*
```

HOMO level = -0.3294 Ha
LUMO level = 0.255 eV

Formally, the Löwdin partial charges of the atoms, in units of the elementary charge, are as follows: 0.149 -0.046 0.041 0.161 0.157 -0.042 -0.244 -0.223 0.159 -0.111

*C*
Entry from the Open Molecules 2025 dataset: C4H4O2 in the gas phase (ωB97M-V/def2-TZVPD).

ORCA input file:
```
! RIJCOSX wB97M-V def2-TZVPD def2/J DEFGRID3
* xyz 0 1
C -0.08488 -0.19807 -1.48841
O 0.46060 -0.57213 -2.49882
H -1.19383 -0.19221 -1.45388
H 1.83987 0.37389 -0.82753
H -1.60584 0.15779 0.48557
H 1.28440 0.33689 1.66266
C 0.55515 0.17290 0.88183
O -1.24894 -0.24950 2.38436
C -0.85822 -0.01996 1.26523
C 0.85169 0.19040 -0.41101
*
```

HOMO level = -0.3773 Ha
SMILES string = O=C/C=C\C=O
LUMO level = -0.702 eV

Formally, the Löwdin partial charges of the atoms, in units of the elementary charge, are as follows: -0.251 0.055 0.122 0.123 0.106 0.119 -0.026 0.062 -0.268 -0.042

*D*
Entry from the Open Molecules 2025 dataset: C4H4O2 in the gas phase (ωB97M-V/def2-TZVPD).

ORCA input file:
```
! RIJCOSX wB97M-V def2-TZVPD def2/J DEFGRID3
* xyz 0 1
C 1.35449 -1.89843 0.54849
C 0.56592 -0.90397 0.57051
O -0.56835 0.11566 -1.57385
C -0.11916 0.38790 0.82299
O -1.27549 2.14035 -0.61373
H 0.63474 1.25021 1.16184
H -1.00676 0.48204 -2.40934
C -0.75140 0.93549 -0.49947
H 2.13277 -2.78596 0.36007
H -0.96676 0.27670 1.63250
*
```

HOMO level = -0.3680 Ha
SMILES string = C#CCC(=O)O
LUMO level = 0.596 eV

Formally, the Löwdin partial charges of the atoms, in units of the elementary charge, are as follows: 0.088 -0.170 0.060 -0.128 -0.022 0.172 0.167 -0.414 0.087 0.159

Q: Which of them is the least stable? A: *B*.

*A*
Entry from the Open Molecules 2025 dataset: 2 unconnected molecules or ions with the total composition C4H4O2 (ωB97M-V/def2-TZVPD).

ORCA input file:
```
! RIJCOSX wB97M-V def2-TZVPD def2/J DEFGRID3
* xyz 0 1
O 0.54369 -0.85479 -2.27808
H 0.30638 -0.03059 1.68070
H 2.15234 0.02137 1.90812
H -1.33775 1.39712 -0.79459
H -1.81543 -0.40003 -1.02422
C 1.30250 -0.08538 1.23515
O -1.84126 0.34445 0.86164
C 1.46155 -0.27640 -0.06478
C 0.89146 -0.56172 -1.19608
C -1.66349 0.44598 -0.32785
*
```

HOMO level = -0.3399 Ha
SMILES string = C=C=C=O.C=O
LUMO level = -0.774 eV

Formally, the Löwdin partial charges of the atoms, in units of the elementary charge, are as follows: 0.144 0.053 0.064 0.097 0.087 0.049 -0.017 -0.066 -0.255 -0.157

*B*
Entry from the Open Molecules 2025 dataset: C4H4O2 in the gas phase (ωB97M-V/def2-TZVPD).

ORCA input file:
```
! RIJCOSX wB97M-V def2-TZVPD def2/J DEFGRID3
* xyz 0 1
C -0.15586 -0.17221 0.40311
H 1.17183 1.57752 0.38654
C -1.46807 0.32551 -0.03058
O -2.19176 1.26331 0.01183
C 1.18018 0.43159 0.42800
H 1.86650 0.22509 1.33146
H 1.81850 0.01533 -0.42110
H -0.71330 -1.24169 -1.74033
C -1.02289 -0.87210 -0.75313
O -0.48513 -1.55235 0.38421
*
```

HOMO level = -0.3380 Ha
SMILES string = C[C@]12O[C@H]1C2=O
LUMO level = 0.835 eV

Formally, the Löwdin partial charges of the atoms, in units of the elementary charge, are as follows: -0.268 0.114 -0.330 0.126 -0.024 0.107 0.107 0.151 0.006 0.013

Q: Which of them is the least stable? A: *B*.

*A*
Entry from the Open Molecules 2025 dataset: C3H5NO3 in the gas phase (ωB97M-V/def2-TZVPD).

ORCA input file:
```
! RIJCOSX wB97M-V def2-TZVPD def2/J DEFGRID3
* xyz 0 1
H -3.52526 -0.34638 -0.17848
H 2.20763 0.84007 0.13420
H -1.23247 1.86616 0.53050
O -1.56618 -0.46651 -0.30284
C 0.73784 -0.86846 0.23891
H 2.73818 -0.66344 -0.26060
C 1.87080 -0.13206 -0.32730
H 1.78145 0.05600 -1.33215
O 0.74992 -2.03205 0.50197
C -0.54532 0.12631 0.34625
N -0.41731 1.26883 0.75875
O -2.79930 0.35155 -0.10920
*
```

HOMO level = -0.3663 Ha
SMILES string = [H]/N=C(\OO)C(C)=O
LUMO level = 0.227 eV

Formally, the Löwdin partial charges of the atoms, in units of the elementary charge, are as follows: 0.139 0.119 0.086 -0.008 -0.338 0.052 -0.021 0.070 0.136 -0.406 0.184 -0.013

*B*
Entry from the Open Molecules 2025 dataset: C3H5NO3 in the gas phase (ωB97M-V/def2-TZVPD).

ORCA input file:
```
! RIJCOSX wB97M-V def2-TZVPD def2/J DEFGRID3
* xyz 0 1
C -0.25672 -0.90317 0.42608
H 0.95206 2.48701 -1.22465
O -1.03332 -1.94520 -0.07346
H 0.04967 -1.18575 1.38383
H -0.15605 1.24960 1.20214
O 1.93186 -1.12241 -0.87897
N 0.30202 0.70548 -0.73040
H -1.78654 -2.07339 0.61514
C 0.93979 -0.52226 -0.53649
H -1.60961 0.94026 0.04850
O 1.28512 1.74468 -0.54627
C -0.61828 0.62514 0.31455
*
```

HOMO level = -0.3592 Ha
SMILES string = O=C1[C@H](O)CN1O
LUMO level = 0.530 eV

Formally, the Löwdin partial charges of the atoms, in units of the elementary charge, are as follows: -0.261 0.173 -0.017 0.125 0.166 0.139 -0.114 0.150 -0.340 0.109 -0.037 -0.093

*C*
Entry from the Open Molecules 2025 dataset: C3H5NO3 in the gas phase (ωB97M-V/def2-TZVPD).

ORCA input file:
```
! RIJCOSX wB97M-V def2-TZVPD def2/J DEFGRID3
* xyz 0 1
H 1.91579 2.95900 -2.02310
N 0.23045 0.18346 1.56836
C 0.90385 1.52043 -0.44061
H -1.53558 -1.07614 -0.10167
H -0.92577 -0.04561 -1.44949
H -2.26896 0.44485 -0.42912
O 0.31947 1.85116 -1.68043
H -0.41519 -0.47277 1.96466
C -1.32897 -0.00436 -0.42430
O 1.06093 2.74087 -2.51501
C -0.14443 0.55019 0.42003
O 2.02251 1.77566 -0.16767
*
```

HOMO level = -0.3899 Ha
SMILES string = [H]/N=C(\C)C(=O)OO
LUMO level = 0.316 eV

Formally, the Löwdin partial charges of the atoms, in units of the elementary charge, are as follows: 0.124 0.161 -0.358 0.100 0.076 0.050 -0.069 0.055 -0.030 0.006 -0.255 0.139

Q: Which of them is the least stable? A: *A*.